No. 1
ORCA calculation (ωB97M-V with the def2-TZVPD basis set) on a structure of composition C32H43CaI2N3O3PSb2Te.

2S+1   1
Kohn-Sham gap   6.4 eV
HOMO energy   -9.38 eV
E_LUMO   -2.9 eV
Total charge   +1

Structure (XYZ):
```
88
C32H43CaI2N3O3PSb2Te ωB97M-V with the def2-TZVPD basis set
Ca -0.1380 -0.4859 0.1813
C 1.2640 -5.0895 0.3666
C 0.0948 -5.6692 0.8303
C -1.0826 -4.9430 0.7682
C -1.0513 -3.6448 0.2567
N 0.0898 -3.0757 -0.1453
C 1.2021 -3.7871 -0.1061
C -2.2793 -2.8329 0.0948
C -3.5411 -3.2835 0.4879
C -4.6343 -2.4589 0.2911
C -4.4508 -1.2123 -0.2788
C -3.1553 -0.8274 -0.6324
N -2.1132 -1.6337 -0.4593
C -2.8697 0.5339 -1.1436
C -3.8609 1.3069 -1.7469
C -3.5638 2.6056 -2.1231
C -2.2903 3.0967 -1.8850
C -1.3578 2.2471 -1.3060
N -1.6277 1.0009 -0.9589
H 2.2011 -5.6216 0.3702
H 0.0928 -6.6763 1.2204
H -2.0040 -5.3893 1.1028
H 2.0954 -3.2873 -0.4620
H -3.6748 -4.2492 0.9481
H -5.6200 -2.7806 0.5951
H -5.2858 -0.5436 -0.4084
H -4.8435 0.8995 -1.9277
H -4.3162 3.2227 -2.5920
H -2.0152 4.1057 -2.1459
H -0.3458 2.5859 -1.1111
I 1.5319 -1.8570 3.0514
C 3.4023 -2.8809 3.0695
I 4.7135 -2.4001 1.4628
H 3.2181 -3.9497 3.0377
H 3.9262 -2.6123 3.9811
C 0.6276 -2.3688 -4.2868
Sb 0.9126 -0.8901 -2.7673
C 0.3944 0.8057 -3.9684
C 3.0923 -0.7709 -2.8984
C 3.5635 0.5870 -3.2483
C 3.5453 0.9573 -4.5882
C 3.9021 2.2251 -4.9952
C 4.2936 3.1565 -4.0493
C 4.3524 2.7919 -2.7195
C 4.0055 1.5141 -2.2920
C 4.1849 1.1925 -0.8551
Sb 2.4447 1.3623 0.4355
C 3.6352 1.4670 2.2027
C 2.1753 3.4523 0.0696
H 1.0946 -2.0221 -5.2033
H -0.4315 -2.5298 -4.4621
H 1.0777 -3.3106 -3.9880
H 0.7248 0.6723 -4.9914
H 0.8600 1.7003 -3.5683
H -0.6863 0.9270 -3.9514
H 3.3903 -1.4959 -3.6550
H 3.4850 -1.1057 -1.9380
H 3.2444 0.2264 -5.3246
H 3.8818 2.4829 -6.0420
H 4.5790 4.1516 -4.3480
H 4.7034 3.5046 -1.9889
H 4.8948 1.8981 -0.4153
H 4.5945 0.1927 -0.7046
H 4.2341 2.3767 2.1560
H 4.2967 0.6029 2.2321
H 3.0043 1.4796 3.0856
H 3.0449 3.9871 0.4427
H 1.2867 3.8150 0.5760
H 2.0950 3.6215 -1.0008
C -2.3082 0.6798 6.3459
C -1.9450 -0.2943 5.2517
O -2.5960 0.0722 4.0393
P -1.7503 0.5757 2.7821
O -1.1449 -0.5969 2.0462
Te -0.1174 2.1993 3.2406
O -2.9445 1.0594 1.8121
C -4.1409 1.7611 2.2074
C -3.9133 3.0829 2.9005
H -1.8856 0.3501 7.2915
H -3.3885 0.7409 6.4559
H -1.9158 1.6696 6.1173
H -2.2868 -1.3086 5.4756
H -0.8604 -0.3165 5.0804
H -4.7306 1.0858 2.8343
H -4.6753 1.9163 1.2611
H -3.4129 2.9542 3.8525
H -4.8823 3.5476 3.0837
H -3.3150 3.7516 2.2886
```

***

No. 2
ORCA calculation (ωB97M-V with the def2-TZVPD basis set) on a structure of composition C32H43Cl2GeN6Zr.

2S+1   1
Kohn-Sham gap   5.7 eV
HOMO energy   -16.36 eV
E_LUMO   -10.6 eV
Total charge   +3

Structure (XYZ):
```
85
C32H43Cl2GeN6Zr ωB97M-V with the def2-TZVPD basis set
Zr -0.2996 -0.0206 -0.5759
C 1.9153 3.9626 0.3942
C 1.1077 3.0125 -0.2175
N 0.8323 1.8372 0.3633
C 1.3736 1.6286 1.5843
C 2.2028 2.5852 2.1599
N 2.4719 3.7412 1.5738
C 1.0503 0.3528 2.2361
C 1.4695 0.0515 3.5110
C 1.1693 -1.1884 4.0871
C 0.4280 -2.0800 3.2995
C 0.0146 -1.7164 2.0408
N 0.3142 -0.5111 1.4905
C -0.7140 -2.6426 1.1612
C -1.2525 -3.8475 1.6041
N -1.8211 -4.7122 0.7792
C -1.8530 -4.3945 -0.5061
C -1.3743 -3.1748 -0.9638
N -0.8195 -2.2803 -0.1338
C 1.6184 -1.5398 5.4345
C 2.7990 -1.0107 5.9557
C 3.1830 -1.3831 7.2359
N 2.4667 -2.2029 7.9968
C 1.3370 -2.7001 7.5065
C 0.8752 -2.4111 6.2303
H 2.1099 4.9108 -0.0914
H 0.6950 3.2295 -1.1875
H 2.6780 2.4154 3.1166
H 2.0211 0.7773 4.0879
H 0.2207 -3.0703 3.6757
H -1.2359 -4.1206 2.6510
H -2.2754 -5.1137 -1.1973
H -1.4368 -2.9498 -2.0158
H 3.4437 -0.3602 5.3786
H 4.1032 -1.0058 7.6649
H 0.7747 -3.3573 8.1585
H -0.0679 -2.8288 5.9020
Cl -0.4626 1.8389 -2.7391
C -0.2804 0.5169 -3.9220
Cl -0.9479 -0.9417 -3.1420
H 0.7766 0.3566 -4.1212
H -0.8748 0.7472 -4.7998
C 6.3580 -0.3773 1.1709
C 5.2836 0.7028 1.1959
C 4.3549 0.6710 -0.0177
C 3.5090 -0.6040 -0.0889
Ge 2.2117 -0.5653 -1.5796
C 2.5046 -2.0602 -2.8248
C 3.6120 -1.7614 -3.8443
C 3.1661 -0.8140 -4.9537
C 4.2531 -0.5661 -5.9922
H 7.0327 -0.2756 2.0193
H 6.9600 -0.3021 0.2639
H 5.9344 -1.3823 1.2115
H 5.7556 1.6861 1.2477
H 4.6794 0.6038 2.1092
H 4.9427 0.7772 -0.9338
H 3.6926 1.5463 0.0087
H 3.0069 -0.7637 0.8684
H 4.1283 -1.4873 -0.2579
H 2.3791 0.8085 -2.2946
H 1.5891 -2.3458 -3.3481
H 2.7753 -2.9070 -2.1889
H 3.9356 -2.7029 -4.2945
H 4.4966 -1.3508 -3.3464
H 2.8707 0.1495 -4.5139
H 2.2808 -1.2390 -5.4443
H 5.1421 -0.1339 -5.5315
H 3.9144 0.1157 -6.7707
H 4.5468 -1.4998 -6.4722
C -4.0684 -0.9209 -1.6748
C -3.4991 -0.4401 -0.3802
C -2.5415 1.4966 0.9812
C -3.8454 -1.2498 0.8277
C -2.8320 0.7406 -0.2976
H -5.1589 -0.9297 -1.5868
H -3.7863 -1.9557 -1.8841
H -3.8082 -0.2837 -2.5175
H -3.4530 2.0129 1.2947
H -1.7910 2.2774 0.8410
H -2.2397 0.8623 1.8168
H -4.8529 -0.9718 1.1544
H -3.1819 -1.0710 1.6734
H -3.8841 -2.3156 0.5986
H -2.8047 1.3263 -1.2186
```

***

No. 3
ORCA calculation (ωB97M-V with the def2-TZVPD basis set) on a cluster of 2 separate species, C32H43O3Si in total.

2S+1   1
Kohn-Sham gap   6.5 eV
HOMO energy   -10.74 eV
E_LUMO   -4.2 eV
Total charge   +1

Structure (XYZ):
```
79
C32H43O3Si ωB97M-V with the def2-TZVPD basis set
C 4.7585 -0.5057 -1.1528
C 4.1870 -0.8913 -2.5146
C 3.6460 0.3003 -3.3001
Si 2.9629 -2.3120 -2.3870
C 2.2885 -2.6869 -4.1048
C 1.3574 -3.9091 -4.0500
C 3.3807 -2.8773 -5.1784
C 4.0002 -3.8529 -1.9708
C 3.7806 -4.2660 -0.5207
C 5.4926 -3.7819 -2.3178
O 1.7926 -1.9363 -1.1535
C 0.7692 -1.0702 -1.0713
C 0.3001 -0.3854 -2.3436
C 0.0420 -0.8309 0.1285
H 5.4225 0.3585 -1.2758
H 3.9838 -0.2170 -0.4304
H 5.3590 -1.3092 -0.7126
H 4.9898 -1.3559 -3.1119
H 4.4584 1.0238 -3.4449
H 3.2905 0.0173 -4.2988
H 2.8348 0.8196 -2.7737
H 1.6866 -1.8242 -4.4256
H 0.8659 -4.0579 -5.0238
H 1.9121 -4.8310 -3.8254
H 0.5715 -3.7745 -3.2946
H 2.9169 -3.0869 -6.1558
H 3.9992 -1.9798 -5.3067
H 4.0425 -3.7258 -4.9562
H 3.5541 -4.6218 -2.6218
H 4.3505 -5.1795 -0.3124
H 4.1245 -3.5016 0.1863
H 2.7244 -4.4827 -0.3312
H 5.9360 -4.7813 -2.2189
H 5.6867 -3.4567 -3.3461
H 6.0547 -3.1228 -1.6460
H -0.8134 -0.3793 -2.3567
H 0.6238 0.6720 -2.2528
H 0.6799 -0.8103 -3.3129
H -1.0003 -1.2816 -0.0959
H 0.5812 -0.8718 1.1153
C 2.0486 6.0668 2.1590
O 1.8207 5.4221 0.9090
C 1.1663 4.2101 0.9340
C 0.8102 3.6543 -0.3097
C 0.0384 2.5120 -0.3596
C -0.4552 1.9095 0.8113
C -1.2844 0.7339 0.6374
C -2.3594 0.5384 1.6161
C -2.9947 -0.7293 1.7102
C -4.0717 -0.9330 2.5662
C -4.6098 0.1288 3.3092
O -5.7741 -0.1726 4.0212
C -6.7647 0.7861 4.2687
C -8.0303 0.4338 3.8038
C -9.0765 1.3308 3.9722
C -8.8589 2.5385 4.6639
C -7.5945 2.8188 5.2179
C -6.5358 1.9321 5.0347
C -4.0459 1.3979 3.2004
C -2.9020 1.5542 2.4357
C -0.0669 2.4472 2.0638
C 0.6808 3.6122 2.1232
H 2.6653 6.9184 1.8907
H 1.1026 6.3889 2.5950
H 2.5797 5.4160 2.8546
H 1.1748 4.1495 -1.2108
H -0.2091 2.1081 -1.3449
H -1.6239 0.6031 -0.4330
H -2.6123 -1.5858 1.1511
H -4.5379 -1.9196 2.6852
H -8.1747 -0.5131 3.3001
H -10.0768 1.0920 3.5874
H -9.6867 3.2598 4.7975
H -7.4425 3.7292 5.8039
H -5.5602 2.1246 5.4646
H -4.4750 2.2372 3.7264
H -2.4182 2.5259 2.4389
H -0.3581 1.9663 2.9884
H 0.9187 4.0730 3.0826
```

***

No. 4
ORCA calculation (ωB97M-V with the def2-TZVPD basis set) on a structure of composition C32H44AsBrIIrNP2S4.

2S+1   2
Kohn-Sham gap (spin up / spin down)   4.4 / 4.4 eV
HOMO energy (spin up / spin down)   -6.61 / -6.54 eV
E_LUMO (spin up / spin down)   -2.3 / -2.1 eV
Expectation value of S²   0.966

Structure (XYZ):
```
87
C32H44AsBrIIrNP2S4 ωB97M-V with the def2-TZVPD basis set
Ir -0.3726 0.2885 -1.2011
C -4.3391 -2.3863 -0.1500
C -3.2333 -1.8835 -1.0741
C -3.2193 -2.6543 -2.3947
P -1.4473 -1.7595 -0.5087
C -0.7906 -3.5233 -0.5314
C -1.5951 -4.4768 0.3450
C 0.6772 -3.5258 -0.1174
C -1.2747 -1.3659 1.2669
C -2.1742 -1.6459 2.2782
C -1.8783 -1.3819 3.6095
C -2.8616 -1.7080 4.6905
C -0.6593 -0.7842 3.9162
C 0.2420 -0.4585 2.9261
C -0.0308 -0.7582 1.5842
N 0.7942 -0.4396 0.5439
C 2.1324 -0.5999 0.4952
C 2.8731 -1.2842 1.4797
C 4.2063 -1.5665 1.3040
C 4.8810 -1.1984 0.1427
C 6.3146 -1.5719 -0.0667
C 4.1694 -0.5208 -0.8366
C 2.8281 -0.2104 -0.6812
P 1.8540 0.5973 -1.9945
C 2.4646 -0.2016 -3.5687
C 1.6950 0.3985 -4.7409
C 2.2018 -1.7012 -3.4418
C 2.5109 2.3464 -1.9934
C 1.9157 3.0231 -0.7626
C 4.0286 2.4713 -2.0053
H -5.2282 -2.5588 -0.7556
H -4.0817 -3.3175 0.3421
H -4.5930 -1.6326 0.5911
H -3.4855 -0.8385 -1.3266
H -3.0915 -3.7219 -2.2356
H -4.1619 -2.4962 -2.9120
H -2.4126 -2.2951 -3.0346
H -0.8519 -3.8456 -1.5754
H -1.7711 -4.0472 1.3283
H -2.5494 -4.7337 -0.1038
H -1.0456 -5.4063 0.4809
H 0.7887 -3.2007 0.9150
H 1.0859 -4.5314 -0.2055
H 1.2621 -2.8641 -0.7531
H -3.1345 -2.0689 2.0459
H -3.7625 -2.1633 4.2883
H -2.4254 -2.3986 5.4107
H -3.1458 -0.8009 5.2207
H -0.4197 -0.5581 4.9461
H 1.1495 0.0735 3.1738
H 2.3657 -1.6404 2.3615
H 4.7366 -2.1128 2.0703
H 6.8444 -1.5988 0.8816
H 6.3803 -2.5618 -0.5184
H 6.8147 -0.8731 -0.7327
H 4.6784 -0.2645 -1.7550
H 3.5346 -0.0198 -3.7070
H 0.6230 0.2704 -4.5890
H 1.9044 1.4615 -4.8475
H 1.9673 -0.0960 -5.6719
H 1.1910 -1.8628 -3.0597
H 2.2798 -2.1885 -4.4109
H 2.9103 -2.1632 -2.7562
H 2.1012 2.8151 -2.8951
H 2.2729 2.5342 0.1420
H 2.2000 4.0726 -0.7276
H 0.8266 2.9564 -0.7807
H 4.4555 2.0455 -1.1009
H 4.4648 1.9784 -2.8707
H 4.3089 3.5226 -2.0392
S -4.6926 2.6850 -2.9307
As -2.9163 1.5463 -2.8533
S -2.0085 1.9989 -0.9040
S -1.2777 2.8369 -4.0735
S -1.3227 2.3685 -5.9589
Br -3.9213 2.4665 2.4478
C -3.3460 4.2095 2.9124
C -4.2837 5.2023 3.1619
C -3.8675 6.4530 3.5852
C -2.5163 6.7263 3.7230
C -1.5795 5.7549 3.4215
C -1.9922 4.4930 3.0281
I -0.5333 3.0214 2.6705
H -5.3331 4.9809 3.0354
H -4.6035 7.2068 3.8205
H -2.1809 7.6916 4.0701
H -0.5242 5.9705 3.4973
```

***

Copy entry 1 word for word.
ORCA calculation (ωB97M-V with the def2-TZVPD basis set) on a structure of composition C32H43CaI2N3O3PSb2Te.

2S+1   1
Kohn-Sham gap   6.4 eV
HOMO energy   -9.38 eV
E_LUMO   -2.9 eV
Total charge   +1

Structure (XYZ):
```
88
C32H43CaI2N3O3PSb2Te ωB97M-V with the def2-TZVPD basis set
Ca -0.1380 -0.4859 0.1813
C 1.2640 -5.0895 0.3666
C 0.0948 -5.6692 0.8303
C -1.0826 -4.9430 0.7682
C -1.0513 -3.6448 0.2567
N 0.0898 -3.0757 -0.1453
C 1.2021 -3.7871 -0.1061
C -2.2793 -2.8329 0.0948
C -3.5411 -3.2835 0.4879
C -4.6343 -2.4589 0.2911
C -4.4508 -1.2123 -0.2788
C -3.1553 -0.8274 -0.6324
N -2.1132 -1.6337 -0.4593
C -2.8697 0.5339 -1.1436
C -3.8609 1.3069 -1.7469
C -3.5638 2.6056 -2.1231
C -2.2903 3.0967 -1.8850
C -1.3578 2.2471 -1.3060
N -1.6277 1.0009 -0.9589
H 2.2011 -5.6216 0.3702
H 0.0928 -6.6763 1.2204
H -2.0040 -5.3893 1.1028
H 2.0954 -3.2873 -0.4620
H -3.6748 -4.2492 0.9481
H -5.6200 -2.7806 0.5951
H -5.2858 -0.5436 -0.4084
H -4.8435 0.8995 -1.9277
H -4.3162 3.2227 -2.5920
H -2.0152 4.1057 -2.1459
H -0.3458 2.5859 -1.1111
I 1.5319 -1.8570 3.0514
C 3.4023 -2.8809 3.0695
I 4.7135 -2.4001 1.4628
H 3.2181 -3.9497 3.0377
H 3.9262 -2.6123 3.9811
C 0.6276 -2.3688 -4.2868
Sb 0.9126 -0.8901 -2.7673
C 0.3944 0.8057 -3.9684
C 3.0923 -0.7709 -2.8984
C 3.5635 0.5870 -3.2483
C 3.5453 0.9573 -4.5882
C 3.9021 2.2251 -4.9952
C 4.2936 3.1565 -4.0493
C 4.3524 2.7919 -2.7195
C 4.0055 1.5141 -2.2920
C 4.1849 1.1925 -0.8551
Sb 2.4447 1.3623 0.4355
C 3.6352 1.4670 2.2027
C 2.1753 3.4523 0.0696
H 1.0946 -2.0221 -5.2033
H -0.4315 -2.5298 -4.4621
H 1.0777 -3.3106 -3.9880
H 0.7248 0.6723 -4.9914
H 0.8600 1.7003 -3.5683
H -0.6863 0.9270 -3.9514
H 3.3903 -1.4959 -3.6550
H 3.4850 -1.1057 -1.9380
H 3.2444 0.2264 -5.3246
H 3.8818 2.4829 -6.0420
H 4.5790 4.1516 -4.3480
H 4.7034 3.5046 -1.9889
H 4.8948 1.8981 -0.4153
H 4.5945 0.1927 -0.7046
H 4.2341 2.3767 2.1560
H 4.2967 0.6029 2.2321
H 3.0043 1.4796 3.0856
H 3.0449 3.9871 0.4427
H 1.2867 3.8150 0.5760
H 2.0950 3.6215 -1.0008
C -2.3082 0.6798 6.3459
C -1.9450 -0.2943 5.2517
O -2.5960 0.0722 4.0393
P -1.7503 0.5757 2.7821
O -1.1449 -0.5969 2.0462
Te -0.1174 2.1993 3.2406
O -2.9445 1.0594 1.8121
C -4.1409 1.7611 2.2074
C -3.9133 3.0829 2.9005
H -1.8856 0.3501 7.2915
H -3.3885 0.7409 6.4559
H -1.9158 1.6696 6.1173
H -2.2868 -1.3086 5.4756
H -0.8604 -0.3165 5.0804
H -4.7306 1.0858 2.8343
H -4.6753 1.9163 1.2611
H -3.4129 2.9542 3.8525
H -4.8823 3.5476 3.0837
H -3.3150 3.7516 2.2886
```

***

What is the 2S+1 in the third record?
1